{
  "formula": "C8H11NO4",
  "method": "ωB97M-V/def2-TZVPD",
  "e_homo_ev": -9.619,
  "energy_ev": -18147.33486,
  "symbols": ["O", "C", "O", "O", "C", "H", "C", "H", "H", "H", "H", "C", "H", "N", "O", "C", "H", "H", "H", "C", "C", "C", "H", "H"],
  "xyz": [[2.435627, 2.282668, -1.602774], [-0.275795, 2.681742, 0.824513], [-1.125293, 3.469009, 1.488743], [0.842144, -0.813527, -0.908456], [-1.580262, 0.145310, 1.243982], [2.991097, -1.021261, 1.008943], [1.476576, 1.960398, -0.731625], [-2.471896, 0.811717, 1.674881], [2.805236, -0.289632, -1.842374], [-1.159070, -0.439873, 2.193610], [-4.287658, -1.184086, 0.992369], [2.237275, -1.127568, -1.253346], [-3.986202, -1.226727, -0.890118], [-2.159469, -0.884838, 0.252158], [0.960002, 3.085603, 0.116384], [3.132928, -1.674770, 0.047498], [2.859493, -2.822166, 0.208448], [2.190438, -2.065089, -1.991042], [-1.810224, -0.653669, -0.726359], [-0.385779, 1.056260, 0.545768], [0.680708, 0.562875, -0.415327], [-3.676825, -0.686371, 0.127121], [-3.959244, 0.456093, -0.040427], [4.266193, -1.622098, -0.322569]],
  "forces_ev_per_a": [[-6.3963, -2.5400, 5.8816], [-2.6806, 1.1117, 1.3594], [6.2498, -5.2309, -4.6218], [0.9219, 4.3931, 0.9917], [0.2047, 0.1583, 0.3049], [0.2335, -1.3483, -1.8894], [3.9464, 1.8436, -3.6980], [2.2086, -1.0070, -1.1250], [-1.4401, -1.2510, 1.3856], [-0.5736, 1.3267, -2.1621], [1.3505, 1.1297, -1.5311], [1.9771, -1.8193, -0.4601], [0.5443, 1.0249, 2.3096], [-0.7873, 2.0341, -0.5328], [-1.8425, -2.6146, -0.0903], [0.0515, -0.1060, -1.2707], [0.5483, 2.6839, -0.0302], [-0.2269, 2.1912, 1.5872], [-0.3174, -0.3689, 1.8606], [1.4725, -1.2733, -1.5144], [-2.9735, 2.2084, 3.0843], [-0.4351, -0.1633, -1.4959], [0.4237, -2.2785, 0.6715], [-2.4596, -0.1045, 0.9853]]
}


{
  "formula": "C8H11NOS",
  "method": "ωB97M-V/def2-TZVPD",
  "e_homo_ev": -8.195,
  "energy_ev": -22838.62739,
  "symbols": ["O", "C", "H", "H", "H", "H", "N", "C", "C", "C", "H", "H", "H", "S", "H", "H", "C", "H", "C", "C", "C", "H"],
  "xyz": [[-3.210707, -1.831459, 0.459220], [2.970663, -0.948440, -0.748030], [-2.360884, 1.365154, -0.282508], [-1.279365, 1.350483, 1.817722], [-0.935128, -0.807531, -2.162426], [2.926317, -1.661434, 0.046694], [-3.035715, 0.556278, -0.327620], [1.790305, -0.051218, -0.484095], [0.727881, -0.088982, -1.307602], [1.888176, 0.680434, 0.760480], [-3.946156, -0.204039, 1.896721], [2.902630, 0.730214, 1.100153], [3.936772, -0.466253, -0.530628], [-2.669869, -0.532641, 0.941537], [2.894798, -1.455186, -1.636657], [-2.756924, 0.048129, -1.167743], [0.888743, 0.943093, 1.619503], [-0.297497, 0.685311, -2.822784], [-0.238654, -0.097511, -2.180112], [-0.913776, -0.579312, 1.187542], [-0.478097, 0.653427, 1.557923], [1.196487, 1.711483, 2.262708]],
  "forces_ev_per_a": [[1.1969, 1.6074, 0.7333], [0.2581, 1.4091, 2.2570], [-0.8821, -0.9545, 0.0472], [0.9198, 0.6543, 0.4331], [-2.8691, -2.8838, 0.0356], [-0.0946, -0.9532, 0.5301], [1.2549, 0.9180, 0.6741], [-1.4305, -0.6272, -1.9260], [1.9171, 0.2882, 1.2740], [-1.2739, -1.4978, 0.1859], [2.6117, 0.1587, -1.2221], [0.4607, 0.9925, 0.1711], [-0.2576, 0.1636, -0.7421], [-3.1537, -2.3282, -0.6630], [0.2048, -0.9805, -2.2454], [-0.2139, -0.1237, 0.0487], [2.1385, 1.5468, -0.9305], [-0.2326, 2.0552, -2.2072], [3.0812, 0.8805, 2.0859], [-1.1332, 0.6867, 0.1816], [-2.7139, -1.6447, -0.5460], [0.2116, 0.6327, 1.8248]]
}


{
  "formula": "C8H11P",
  "method": "ωB97M-V/def2-TZVPD",
  "e_homo_ev": -7.354,
  "energy_ev": -17760.23510,
  "symbols": ["H", "C", "H", "H", "H", "C", "C", "C", "C", "H", "H", "H", "H", "P", "C", "H", "H", "C", "H", "C"],
  "xyz": [[-1.089246, 1.526860, -1.496591], [1.265973, 0.530479, -0.134513], [0.780180, 1.666277, 1.532287], [3.316717, -0.048697, -0.046109], [-2.441635, -1.781127, 1.166949], [0.354527, 1.138631, 0.669909], [-0.324345, -1.068580, -0.899250], [-2.589506, -1.094003, 0.384080], [0.870750, -0.500221, -1.067536], [2.957643, 1.497452, -1.069677], [1.450957, -0.870768, -1.776195], [-3.204693, -1.633474, -0.364196], [-1.478356, 0.762701, 1.841674], [-2.124906, 1.279798, -0.507870], [2.760827, 0.906309, -0.121733], [-0.638157, -1.771273, -1.588959], [2.901822, 1.527336, 0.736047], [-0.998744, 0.631056, 0.846052], [-3.164788, -0.416911, 0.972145], [-1.322240, -0.457281, -0.100942]],
  "forces_ev_per_a": [[-0.3190, 0.4700, 0.7347], [0.6725, 1.1222, -0.2114], [-0.2435, 0.4549, -0.5413], [0.1267, 0.8003, -0.2251], [0.8891, -1.7090, 0.9583], [2.1292, -1.4903, 1.6913], [0.2997, 1.3939, -0.5081], [-0.4964, -2.0019, -0.5341], [-2.6161, 1.1610, 3.4868], [0.2725, -0.8631, 1.0853], [3.0046, -1.4191, -2.8976], [0.2942, 0.6748, 0.2215], [0.5241, -0.4885, -0.7949], [0.5263, -0.3329, -1.6413], [-1.6431, -0.2876, -1.2156], [-0.6055, -1.7730, -1.0616], [0.5863, 0.4174, 0.4799], [0.7115, 1.5659, -0.4324], [-0.8594, 1.0361, -0.3270], [-3.2536, 1.2691, 1.7327]]
}


{
  "formula": "C8H12",
  "method": "ωB97M-V/def2-TZVPD",
  "e_homo_ev": -8.379,
  "energy_ev": -8488.32461,
  "symbols": ["C", "H", "H", "H", "H", "C", "H", "C", "C", "H", "H", "H", "C", "C", "H", "C", "H", "H", "C", "H"],
  "xyz": [[1.601593, 0.166118, 1.471678], [1.033283, -2.006925, -0.218410], [1.349596, 0.784714, 2.358132], [-0.238315, 2.934149, -0.524846], [-2.069759, 0.857258, -0.424929], [-1.709987, -1.034286, -1.249383], [0.160837, -2.224540, 1.343464], [-1.173775, -1.924513, -0.414207], [-1.387592, 0.397437, -1.054034], [1.287516, 2.420823, -0.829090], [0.875782, 2.272867, 0.688117], [-2.303447, -1.423685, -2.140244], [0.557159, -0.158710, 0.523863], [-0.084308, 0.737919, -0.227947], [-1.384995, 0.917337, -2.095309], [0.148478, -1.607435, 0.336352], [-1.461128, -2.983768, -0.390915], [1.775560, -0.770595, 2.023074], [0.419682, 2.177929, -0.269522], [2.603819, 0.467906, 1.094155]],
  "forces_ev_per_a": [[2.0926, -0.9614, 2.2844], [-0.8242, -0.4043, 0.0902], [-0.2525, 0.4004, -0.9522], [-1.8226, 1.3113, -0.0240], [-2.1482, 1.0106, 0.6883], [-0.1936, -1.5062, -0.3097], [0.0072, 1.3601, -1.6540], [1.7196, -0.0908, -0.1903], [2.9834, 0.8928, -2.4357], [0.8950, -0.6344, -1.4948], [-0.2604, 0.9602, 1.2356], [0.1592, 0.9358, 1.5821], [-2.7038, 0.0328, -1.5113], [-0.2052, 0.3046, -1.6881], [0.0764, -0.4865, 1.8738], [-0.0705, -1.4295, 1.9971], [0.1830, 0.4261, -0.3430], [0.4577, -0.0279, -0.2205], [0.6591, -2.1193, 1.0816], [-0.7520, 0.0255, -0.0094]]
}


{
  "formula": "C8H12",
  "method": "ωB97M-V/def2-TZVPD",
  "e_homo_ev": -8.615,
  "energy_ev": -8484.20061,
  "symbols": ["H", "H", "H", "H", "C", "C", "C", "H", "C", "H", "C", "C", "H", "H", "H", "H", "C", "H", "C", "H"],
  "xyz": [[-3.054530, -0.566660, -0.108412], [0.037693, -2.460191, 0.063519], [-0.872427, 2.410744, -0.497719], [0.542534, 2.619278, 0.849125], [0.126031, 2.049401, -0.051679], [-2.233470, 0.005603, -0.578644], [3.227825, -0.723597, -0.943802], [-2.881243, 0.947513, -0.457639], [2.420445, -0.106243, -0.129457], [-1.331347, -1.640784, 1.406123], [-0.807093, -0.299648, -0.100947], [0.130172, 0.591251, 0.166989], [4.068415, -1.303401, -1.343161], [-1.970578, -2.091380, -0.271908], [1.440074, -0.834557, 1.458127], [0.874558, 2.310217, -1.055266], [-0.868587, -1.677101, 0.386016], [1.914761, 0.822892, 1.887257], [1.535835, 0.144124, 0.985555], [-2.299072, -0.197463, -1.664073]],
  "forces_ev_per_a": [[1.0759, -0.7758, 0.0064], [-2.3769, 2.2216, 1.5320], [1.3661, -0.3218, 1.2879], [-0.9193, -0.6152, -1.4275], [0.9114, 1.9099, -3.4023], [-2.2486, 1.8678, -1.1230], [-4.0606, 3.2898, 4.8908], [2.2516, 0.0189, -0.1481], [6.4384, -4.2326, -4.5285], [1.1545, -0.6448, -0.4834], [-1.8709, 1.2835, 0.8220], [2.3021, -0.1308, 2.6243], [-0.9549, 0.7819, -0.0278], [3.8495, 0.2796, 1.9272], [-0.4692, 0.0015, 0.0029], [-1.6498, -0.6679, 2.9691], [-1.9410, -4.2251, -2.5960], [-0.8748, -0.8033, -2.4779], [-1.9374, 0.8897, -0.2333], [-0.0462, -0.1268, 0.3850]]
}


{
  "formula": "C8H12",
  "method": "ωB97M-V/def2-TZVPD",
  "e_homo_ev": -8.415,
  "energy_ev": -8485.98129,
  "symbols": ["H", "C", "C", "H", "H", "H", "C", "H", "C", "H", "C", "H", "C", "C", "H", "C", "H", "H", "H", "H"],
  "xyz": [[-0.706647, 1.245006, 1.472817], [-0.149010, 1.900655, 0.797470], [-0.057229, -1.456212, 0.592145], [-2.090291, -2.064718, 0.013076], [1.445949, -1.329790, 2.275537], [-1.859470, -0.665410, 1.323740], [1.663655, 0.155077, 0.605901], [2.221153, 0.736472, 1.418519], [0.444053, 0.846211, -0.139693], [0.596367, 1.489085, -1.004465], [-1.503480, -1.247524, 0.543392], [2.386779, -0.274828, -0.038407], [-0.475769, -1.274755, -1.812864], [1.006085, -1.044634, 1.258268], [-1.188946, -0.748413, -2.545140], [-0.543150, -0.572547, -0.468546], [0.540452, 2.618445, 1.351413], [-0.835601, 2.391892, 0.179031], [-0.785851, -2.216036, -1.628531], [0.494127, -1.124066, -2.144856]],
  "forces_ev_per_a": [[-0.1638, 0.8257, 0.8278], [0.1324, -1.6716, 1.1822], [0.2328, 0.5949, 0.8869], [0.1508, 1.3723, 1.1880], [-1.1187, -0.0574, -1.4586], [-1.2137, 0.5911, 1.3548], [-0.5277, 0.1162, 0.5012], [-0.9397, -0.2962, -1.3310], [0.0837, -0.9142, 0.4008], [0.8164, -1.0597, -0.7970], [0.3175, -1.9941, -2.6990], [1.0730, 0.1191, -1.0400], [-2.1727, 5.2631, -0.4812], [1.1590, -0.0484, 2.0401], [0.9462, -0.9510, 0.7871], [1.8772, 1.7648, 0.9880], [-0.7001, -1.1897, -0.9398], [-1.2485, 1.3237, -0.3644], [-0.6064, -3.3738, -0.0192], [1.9024, -0.4147, -1.0268]]
}